Entry from the OMol25 dataset: a structure of composition C40H57BFeN6 in a non-equilibrium geometry (the ωB97M-V functional and the def2-TZVPD basis).

The value obtained for the total energy is -3175.448865 hartree. The calculation puts the HOMO-LUMO gap (alpha / beta) at 0.2542 / 0.2620 Eh. The expectation value of S² is 6.038. For the molecular weight, the calculation gives 688.59 g mol⁻¹.

The geometry in ORCA input format:
```
! wB97M-V def2-TZVPD RIJCOSX def2/J DEFGRID3
* xyz 0 5
Fe 0.425 -1.001 -0.098
N 0.347 -1.289 2.291
N 5.023 -5.913 -4.627
N -0.084 -3.121 0.229
N 0.092 2.075 0.653
N -1.927 1.184 0.260
N 2.395 -1.799 0.486
C 4.359 -5.038 -4.278
C 2.139 2.336 1.982
C -0.911 -1.961 2.278
C 1.454 2.725 -1.752
C 2.199 2.466 -0.457
C 2.725 -1.503 1.873
C 3.583 2.510 -0.410
C -4.456 -0.632 -1.720
C -4.164 -0.368 3.353
C 0.317 1.551 3.660
C 1.480 2.306 0.744
C 3.281 -1.806 -2.866
C 4.083 -2.777 -3.395
C 1.878 -2.008 -2.699
C 1.338 -3.218 -3.227
C -5.438 -0.842 -0.768
C -2.078 -0.825 -3.466
C 3.538 -4.002 -3.827
C -2.057 2.556 0.422
C 0.952 3.953 3.438
C 1.457 2.508 3.327
C -0.846 3.089 0.648
C -5.243 -0.418 0.531
C 1.555 -1.907 2.769
C 2.185 2.292 -3.023
C -2.557 1.623 -3.140
C -3.085 0.448 -0.070
C -2.225 0.300 -2.441
C -4.775 1.941 2.579
C 1.104 -3.968 0.391
C -3.882 0.724 2.319
C 1.099 -1.142 -1.963
C -4.071 0.228 0.901
C 2.434 -3.222 0.153
C 3.531 2.369 1.976
C 2.141 -4.181 -3.763
C 1.176 4.232 -1.848
C -3.270 0.007 -1.388
C -1.048 -3.193 1.327
C 4.249 2.418 0.798
B -0.546 0.817 0.389
H 3.647 -2.011 2.194
H -2.839 1.034 2.440
H -0.592 4.120 0.799
H 1.436 -0.241 -1.445
H -3.528 1.552 -3.626
H 5.152 -2.629 -3.473
H 1.545 2.470 -3.883
H 0.647 0.519 3.611
H 3.707 -0.872 -2.523
H -0.512 1.672 2.972
H -6.023 -0.582 1.261
H 0.420 -0.597 1.461
H 0.578 4.450 -2.730
H -1.166 -0.685 -4.043
H 2.438 1.237 -3.006
H -3.594 -1.267 3.128
H 0.709 4.185 4.474
H 0.268 -3.365 -3.171
H 0.050 4.076 2.846
H -0.542 -3.394 -0.631
H -1.624 -1.205 1.935
H 3.094 2.868 -3.175
H 0.040 -1.323 -1.750
H -1.189 -2.272 3.292
H -2.916 -0.842 -4.160
H -2.023 -1.792 -2.969
H 1.702 4.657 3.086
H 1.078 -4.799 -0.321
H -4.607 2.327 3.582
H 4.067 2.376 2.916
H 3.069 -1.330 -0.113
H -3.005 3.052 0.342
H 4.154 2.634 -1.316
H -5.825 1.675 2.481
H -6.360 -1.334 -1.044
H -5.219 -0.628 3.380
H -2.586 2.439 -2.421
H -3.876 -0.018 4.342
H -1.265 0.418 -1.920
H 2.113 4.778 -1.924
H 1.090 -4.411 1.389
H 0.645 4.594 -0.974
H -4.562 2.735 1.868
H 2.880 -0.426 1.955
H 1.772 -1.586 3.801
H 1.471 -2.996 2.788
H 2.236 2.366 4.087
H 0.496 2.196 -1.713
H -0.038 1.761 4.669
H 2.675 -3.303 -0.903
H -1.807 1.855 -3.894
H -4.633 -0.952 -2.735
H 1.724 -5.105 -4.140
H -2.058 -3.175 0.911
H 3.223 -3.736 0.717
H 5.327 2.436 0.822
H -0.938 -4.126 1.897
*
```

***

Entry from the OMol25 dataset: a structure of composition C40H58N11O2S2SeTi (the ωB97M-V functional and the def2-TZVPD basis).

The energy above the lowest of the compared OMol25 structures with the same formula, charge and spin is 0.018 eV. The value obtained for the total energy is -6358.832231 hartree. The calculation puts the HOMO-LUMO gap (alpha / beta) at 0.2782 / 0.2813 Eh. The expectation value of S² is 0.756. For the molecular weight, the calculation gives 915.94 g mol⁻¹.

The geometry in ORCA input format:
```
! wB97M-V def2-TZVPD RIJCOSX def2/J DEFGRID3
* xyz 2 2
Se -1.686 -0.525 1.619
Ti 0.488 -1.441 0.327
S -1.044 -2.429 -1.223
S 2.687 -0.531 1.113
O 3.577 -4.860 -5.344
O 2.208 -6.581 -5.602
N 3.154 1.863 0.035
N 0.405 0.363 -0.884
N -0.088 -4.234 3.648
N 2.074 1.906 2.041
N -0.373 1.800 -2.717
N -3.496 0.384 -0.403
N 3.071 -5.588 -0.756
N -2.115 1.957 0.229
N 0.353 -2.822 2.080
N 1.823 -3.191 -0.141
N 0.591 -4.955 2.735
C -3.958 4.026 -2.242
C 0.341 2.998 -3.158
C 2.674 -3.283 -1.158
C 1.396 -3.309 -4.323
C -3.944 2.701 2.734
C -2.950 2.523 -0.726
C 2.251 -5.490 0.283
C -0.230 -2.971 3.258
C -0.111 -3.312 -2.441
C 1.606 1.380 3.328
C -4.845 3.018 -2.645
C -0.049 -4.703 -2.402
C -5.414 -0.802 0.592
C 6.020 2.691 1.018
C 0.749 -5.390 -3.305
C 0.835 -4.073 1.802
C -2.468 0.669 0.406
C 1.639 -4.288 0.605
C -2.995 3.800 -1.275
C 2.515 -5.368 -5.118
C 0.585 -2.625 -3.436
C -3.829 1.524 -1.129
C -2.505 3.048 3.114
C 5.348 0.900 -0.720
C 6.268 2.063 -0.352
C 3.618 2.353 4.575
C 0.087 1.054 -1.759
C 3.915 1.276 -1.074
C 3.298 -4.489 -1.461
C -1.102 2.697 0.974
C -1.679 3.678 1.989
C 2.620 1.200 1.055
C -6.212 -2.104 0.631
C -1.422 1.244 -3.587
C 2.864 3.537 5.167
C -4.800 1.750 -2.097
C 1.496 -4.693 -4.250
C -6.973 -2.391 -0.658
C -4.272 -0.860 -0.412
C 2.741 1.131 4.313
H 0.906 2.120 3.717
H -0.822 4.209 2.416
H -2.231 1.969 -3.677
H -5.493 0.980 -2.404
H 0.830 -6.468 -3.229
H -1.804 0.326 -3.141
H 1.057 3.295 -2.395
H 2.107 3.935 4.485
H 3.906 2.021 -1.872
H 2.354 3.257 6.090
H -6.914 -2.050 1.463
H 6.858 3.324 1.307
H -0.475 1.953 1.463
H 7.292 1.685 -0.371
H -2.275 4.439 1.479
H 1.282 -6.800 -5.439
H 0.866 2.807 -4.095
H -0.408 -4.671 4.500
H 3.351 0.301 3.948
H -4.550 2.547 3.626
H -1.007 1.024 -4.571
H -0.378 3.802 -3.307
H 5.132 3.328 1.046
H 3.207 2.868 0.121
H -4.405 3.510 2.164
H 3.984 -4.551 -2.297
H -2.529 3.756 3.944
H 4.117 2.653 3.647
H -0.606 -5.241 -1.646
H -7.564 -3.301 -0.569
H -7.659 -1.576 -0.897
H -2.325 4.587 -0.956
H -6.305 -2.529 -1.511
H 2.159 2.912 1.985
H 4.423 2.058 5.249
H -5.589 3.243 -3.397
H -1.988 2.159 3.490
H 0.512 -1.544 -3.482
H -4.995 -0.589 1.579
H 2.286 0.798 5.250
H 2.857 -2.393 -1.744
H -6.076 0.032 0.339
H 3.541 4.357 5.400
H 3.360 0.406 -1.429
H 5.757 0.389 -1.595
H -0.748 -2.215 3.826
H -4.041 5.007 -2.689
H 5.334 0.161 0.086
H 5.906 1.924 1.788
H 1.984 -2.779 -5.062
H 2.081 -6.376 0.881
H -3.587 -1.680 -0.197
H -0.488 3.225 0.237
H 1.034 0.472 3.135
H -4.628 -0.994 -1.432
H 6.226 2.829 -1.132
H -5.535 -2.933 0.858
H -4.021 1.788 2.142
*
```

***

Entry from the OMol25 dataset: a structure of composition C40H58N11O2S2SeTi (the ωB97M-V functional and the def2-TZVPD basis).

The energy above the lowest of the compared OMol25 structures with the same formula, charge and spin is 0.040 eV. The value obtained for the total energy is -6358.831417 hartree. The calculation puts the HOMO-LUMO gap (alpha / beta) at 0.2646 / 0.2701 Eh. The expectation value of S² is 0.756. For the molecular weight, the calculation gives 915.94 g mol⁻¹.

The geometry in ORCA input format:
```
! wB97M-V def2-TZVPD RIJCOSX def2/J DEFGRID3
* xyz 2 2
Se -1.138 -1.432 -2.693
Ti -0.730 0.727 -1.198
S -0.023 3.087 -0.825
S -2.032 0.161 0.674
O 1.473 0.540 6.557
O -0.626 0.342 7.227
N 0.863 -3.371 -1.869
N 0.428 2.556 -5.783
N -2.572 1.417 -2.200
N 0.858 3.886 1.556
N -0.946 -3.400 -0.636
N -4.450 2.010 -3.060
N -3.544 2.307 -4.009
N 2.247 -1.850 0.976
N -1.407 3.863 1.341
N -0.097 1.588 -3.241
N 1.055 -0.189 -0.385
C -1.291 0.203 2.279
C 1.861 -3.191 -2.940
C -0.060 0.802 2.538
C -2.702 3.780 0.660
C 1.919 -6.160 0.361
C 4.658 -1.765 -3.337
C 1.627 -0.969 0.258
C 2.072 -5.279 -0.693
C -2.241 -5.465 -2.744
C -3.819 4.241 1.586
C -4.187 3.267 2.710
C 2.097 -1.785 -3.472
C -3.146 3.097 3.818
C -3.231 -4.407 -0.611
C -0.284 0.299 4.888
C 2.256 3.701 1.157
C 1.403 2.144 -4.980
C -3.872 1.479 -1.984
C -1.511 -0.304 4.628
C 0.768 -6.155 1.163
C -0.269 -5.274 0.929
C 3.424 -1.717 -4.233
C 1.623 -2.389 2.191
C -2.006 -0.362 3.338
C -2.337 -3.240 -0.201
C -0.217 3.637 0.812
C -0.111 -4.389 -0.133
C 1.031 -4.382 -0.919
C 3.324 6.234 2.535
C -3.360 -4.634 -2.120
C -0.811 2.498 -5.316
C 0.438 0.847 3.834
C 2.682 6.226 1.151
C 3.623 -2.246 0.660
C 0.152 0.391 6.323
C -2.421 1.934 -3.458
C 2.829 4.899 0.407
C 1.147 1.662 -3.705
C -1.081 2.017 -4.042
C -0.340 -2.793 -1.674
H 0.594 -2.042 2.258
H 1.602 -3.868 -3.757
H 3.889 4.693 0.229
H -2.274 2.523 3.493
H 0.502 1.249 1.731
H 3.277 7.228 2.978
H -3.571 2.554 4.662
H 3.135 7.008 0.540
H 1.943 1.341 -3.047
H -2.817 4.067 4.204
H 1.640 -3.477 2.139
H -2.699 -2.311 -0.630
H 2.830 5.551 3.232
H -2.075 -0.709 5.458
H 2.699 -6.882 0.563
H -1.445 4.116 2.319
H -1.615 2.839 -5.956
H 2.791 -3.553 -2.506
H -3.568 5.222 2.002
H 2.952 -5.315 -1.320
H 2.348 4.968 -0.571
H 1.280 -1.492 -4.127
H 2.317 2.799 0.549
H -5.113 3.626 3.162
H 4.307 -1.857 1.414
H 0.686 -6.868 1.972
H 0.709 4.339 2.447
H -4.390 1.154 -1.096
H -2.456 -5.669 -3.793
H -1.162 -5.280 1.538
H 3.438 -0.789 -4.808
H -2.872 2.747 0.355
H 2.171 -2.054 3.072
H 4.634 -0.956 -2.600
H 2.115 -1.078 -2.638
H -2.965 -0.824 3.143
H 2.814 3.525 2.077
H 1.989 0.419 5.751
H -5.429 2.193 -3.227
H 3.903 -1.857 -0.316
H -2.142 -6.426 -2.235
H 5.568 -1.645 -3.923
H -4.214 -4.178 -0.192
H -4.701 4.398 0.962
H -4.416 2.289 2.275
H 1.622 6.488 1.229
H 3.465 -2.523 -4.971
H -2.902 -5.331 -0.128
H -2.323 -3.116 0.883
H 4.376 5.945 2.481
H 4.750 -2.712 -2.802
H 2.415 2.205 -5.360
H 1.381 1.355 4.015
H -1.269 -4.969 -2.708
H -4.304 -5.152 -2.299
H -3.442 -3.669 -2.629
H -2.655 4.402 -0.236
H 3.679 -3.334 0.646
*
```

***

Entry from the OMol25 dataset: a structure of composition C40H60F2I2N3O15 in a non-equilibrium geometry (the ωB97M-V functional and the def2-TZVPD basis).

The value obtained for the total energy is -3647.301693 hartree. The calculation puts the HOMO-LUMO gap at 0.2343 Eh. For the molecular weight, the calculation gives 1114.73 g mol⁻¹.

The geometry in ORCA input format:
```
! wB97M-V def2-TZVPD RIJCOSX def2/J DEFGRID3
* xyz 1 1
I 3.311 1.315 1.516
I 2.864 -1.933 2.848
F 1.373 1.918 -0.769
F 0.327 -1.629 -4.531
O -0.376 0.745 3.705
O -1.650 -3.160 -1.897
O 4.090 -4.146 6.655
O -2.560 3.540 -0.701
O -0.924 -1.019 -8.374
O 3.221 -5.066 -3.347
O 0.627 4.429 0.649
O -3.090 -0.217 0.490
O 3.779 3.490 5.490
O -2.056 -2.012 -10.095
O 2.627 2.789 7.337
O 2.528 -3.434 -1.902
O -2.954 -3.978 -3.588
O -2.543 1.084 -2.201
O 5.242 -3.445 4.808
N -1.362 1.450 -1.657
N -1.489 1.248 1.596
N -2.957 2.467 -4.613
C 1.940 0.696 6.569
C 0.684 -0.186 -2.355
C -0.037 3.446 1.543
C -2.654 0.276 -7.496
C 3.035 1.193 5.660
C 3.759 -2.846 -3.901
C -1.345 2.688 -0.734
C -0.706 2.162 0.706
C 3.195 2.615 6.107
C -2.284 4.903 -1.177
C -2.663 1.819 -3.504
C -3.642 5.799 -0.788
C 1.232 -1.070 1.598
C -0.148 -1.910 1.337
C 0.387 1.090 0.025
C 3.403 -6.238 5.887
C 0.681 5.768 1.255
C 2.131 1.535 7.805
C 1.185 5.812 2.813
C 2.675 5.185 3.084
C -2.738 -3.276 -2.437
C -2.887 0.952 1.159
C -4.012 -2.640 -1.971
C -0.403 0.332 -1.194
C 3.907 -3.717 -5.122
C 3.086 -3.772 -2.933
C -4.244 1.839 1.438
C -5.052 -3.416 -2.739
C 1.409 0.277 1.005
C -1.297 -0.305 -7.196
C 4.018 -5.098 -4.531
C 4.499 -5.741 4.978
C -2.048 -1.331 -9.083
C -4.313 -3.810 -3.990
C -2.169 2.517 4.025
C -0.096 -1.451 -3.117
C 4.658 -4.320 5.426
C -1.321 1.492 3.067
C -3.259 -0.756 -8.414
C 3.594 -5.399 7.123
H 4.203 -5.793 3.928
H 1.493 6.379 0.629
H -4.691 -4.747 -4.410
H -3.933 -0.299 -9.142
H -5.331 -4.315 -2.174
H -0.239 -2.292 0.219
H 2.427 -6.020 5.438
H -3.769 -1.547 -7.857
H 1.989 -0.378 6.766
H -1.486 2.839 4.937
H -0.327 6.360 1.117
H 5.438 -6.276 5.143
H -0.625 3.390 -1.380
H 2.740 1.142 4.609
H 1.233 6.961 3.119
H 0.963 0.914 6.119
H 3.001 -3.648 -5.735
H -2.513 3.498 3.437
H 3.138 -1.971 -4.105
H -2.147 5.012 -2.333
H 3.452 -7.312 6.084
H 1.002 0.662 -3.095
H -4.140 -2.758 -0.892
H -3.249 0.467 -6.599
H 4.729 -2.547 -3.494
H -4.356 -3.033 -4.761
H 1.635 -0.562 -1.775
H -3.387 6.285 0.272
H -0.059 -2.905 1.990
H 2.695 4.020 2.899
H 3.975 0.659 5.825
H -3.905 6.601 -1.601
H -0.997 -0.656 -1.002
H -0.879 4.074 2.111
H -2.541 1.225 -8.035
H 0.065 -2.408 -2.453
H -3.105 1.937 4.420
H 3.554 5.753 2.542
H -1.102 -1.359 1.731
H -1.322 -1.006 -6.355
H -0.557 0.474 -6.987
H -5.964 -2.847 -2.938
H -5.101 1.224 1.997
H 3.636 -5.865 -5.211
H 2.885 5.320 4.251
H 5.046 -5.351 -4.253
H -4.553 5.062 -0.574
H 4.761 -3.449 -5.750
H -0.838 1.777 -2.524
H 4.330 -5.832 7.810
H -1.395 5.448 -0.645
H 1.191 1.689 8.343
H -4.006 -1.583 -2.248
H -4.700 2.110 0.379
H -1.267 -1.225 -3.098
H 0.822 3.086 2.289
H 2.866 1.103 8.491
H -4.026 2.880 1.964
H 2.654 -5.246 7.661
H 0.400 5.327 3.567
*
```